{"formula": "C47H50BN5O6Ta", "method": "wB97M-V/def2-TZVPD", "symbols": ["Ta", "O", "C", "O", "C", "C", "C", "C", "C", "N", "C", "O", "O", "H", "H", "H", "H", "O", "C", "C", "C", "C", "C", "C", "C", "N", "N", "C", "O", "C", "C", "C", "C", "C", "C", "H", "H", "H", "H", "H", "H", "H", "H", "H", "H", "C", "C", "C", "C", "C", "C", "C", "C", "C", "C", "C", "C", "N", "B", "N", "C", "C", "C", "C", "C", "C", "C", "C", "C", "C", "C", "C", "C", "C", "H", "H", "H", "H", "H", "H", "H", "H", "H", "H", "H", "H", "H", "H", "H", "H", "H", "H", "H", "H", "H", "H", "H", "H", "H", "H", "H", "H", "H", "H", "H", "H", "H", "H", "H", "H"], "coordinates": [[-1.368, 1.140, -0.325], [1.008, 4.126, 1.352], [0.103, 3.165, 1.128], [0.020, 2.593, -0.033], [-0.732, 2.660, 2.135], [-0.869, 3.026, 3.503], [-1.668, 2.271, 4.313], [-2.353, 1.142, 3.791], [-2.197, 0.842, 2.467], [-1.410, 1.573, 1.643], [-2.776, -0.314, 1.701], [-3.482, -1.167, 2.162], [-2.357, -0.265, 0.445], [1.525, 4.297, 0.551], [-0.328, 3.881, 3.874], [-1.787, 2.519, 5.355], [-2.979, 0.527, 4.419], [0.213, -0.198, -1.085], [0.452, -0.678, -2.389], [1.334, -1.744, -2.610], [1.658, -2.174, -3.883], [1.068, -1.577, -4.991], [0.154, -0.573, -4.796], [-0.171, -0.084, -3.509], [-1.112, 0.985, -3.474], [-1.507, 1.636, -2.412], [-2.356, 2.652, -2.686], [-3.000, 3.112, -1.650], [-2.786, 2.643, -0.456], [-4.010, 4.144, -1.892], [-4.875, 4.532, -0.868], [-5.861, 5.468, -1.115], [-5.986, 6.033, -2.374], [-5.122, 5.660, -3.392], [-4.137, 4.722, -3.160], [1.768, -2.255, -1.765], [2.361, -2.982, -4.011], [1.314, -1.907, -5.988], [-0.339, -0.125, -5.644], [-1.526, 1.317, -4.421], [-4.765, 4.094, 0.114], [-6.541, 5.757, -0.329], [-6.758, 6.762, -2.567], [-5.223, 6.101, -4.372], [-3.452, 4.430, -3.939], [0.464, -2.293, 3.713], [-0.113, -3.649, 3.348], [0.887, -4.775, 3.649], [-0.778, -3.795, 1.978], [-1.768, -4.777, 2.070], [-2.665, -5.058, 1.071], [-2.577, -4.316, -0.080], [-1.567, -3.378, -0.257], [-1.568, -2.769, -1.632], [-2.936, -2.184, -2.012], [-1.105, -3.814, -2.648], [-0.618, -3.103, 0.750], [0.536, -2.237, 0.519], [0.880, -0.929, -0.001], [2.223, -0.605, 0.402], [2.708, -1.778, 0.978], [1.743, -2.711, 1.037], [3.077, 0.569, 0.473], [3.564, 1.169, -0.702], [4.438, 2.246, -0.646], [4.888, 2.739, 0.556], [4.417, 2.157, 1.711], [3.512, 1.093, 1.716], [3.101, 0.710, 3.132], [3.810, -0.522, 3.704], [1.590, 0.680, 3.330], [3.184, 0.724, -2.089], [2.310, 1.793, -2.752], [4.395, 0.425, -2.976], [0.608, -2.250, 4.791], [-0.230, -1.508, 3.424], [1.424, -2.127, 3.242], [-0.943, -3.800, 4.049], [1.838, -4.634, 3.142], [0.481, -5.740, 3.355], [1.087, -4.799, 4.719], [-1.848, -5.333, 2.990], [-3.418, -5.818, 1.200], [-3.284, -4.475, -0.878], [-0.856, -1.963, -1.650], [-3.560, -2.917, -2.518], [-2.809, -1.338, -2.689], [-3.465, -1.840, -1.126], [-1.766, -4.676, -2.651], [-0.105, -4.165, -2.402], [-1.088, -3.393, -3.649], [3.737, -1.852, 1.268], [1.814, -3.721, 1.380], [4.781, 2.691, -1.565], [5.585, 3.563, 0.591], [4.763, 2.547, 2.658], [3.453, 1.537, 3.757], [3.422, -1.457, 3.320], [3.678, -0.529, 4.784], [4.876, -0.470, 3.498], [1.082, 0.105, 2.562], [1.212, 1.698, 3.307], [1.354, 0.260, 4.303], [2.637, -0.205, -2.001], [2.864, 2.724, -2.841], [1.408, 1.996, -2.170], [2.026, 1.478, -3.754], [4.894, 1.335, -3.296], [4.061, -0.103, -3.867], [5.112, -0.197, -2.448]], "largest_force_ev_per_a": 2.88, "charge": 1, "relative_energy_kcal_mol": 57.79, "homo_energy_ha": [-0.3408, -0.3407], "homo_lumo_gap_ev": [5.4, 5.4]}